Entry 1:
Molecular formula: C5H6NS
Method: DFT, ωB97M-V/def2-TZVPD

Its HOMO energy is -0.49648 hartree. For the LUMO energy, the calculation gives -5.32 eV. The value obtained for the max |F| is 0.06061 hartree/bohr.

```
! wB97M-V def2-TZVPD RIJCOSX def2/J DEFGRID3
* xyz 1 1
C 1.503 -0.839 0.712
C 0.155 -0.886 0.890
C 2.291 0.955 -0.718
C -1.946 0.408 -0.065
C -3.104 0.156 -0.623
N 2.249 0.235 0.300
S -0.600 0.758 0.655
H 2.134 -1.691 1.034
H -0.374 -1.571 1.608
H 2.844 1.852 -0.662
H -3.059 0.154 -1.705
H -3.756 -0.193 0.183
H 1.663 0.663 -1.608
*
```

Entry 2:
Molecular formula: C5H6O
Method: DFT, ωB97M-V/def2-TZVPD

Its HOMO energy (alpha / beta) is -0.27607 / -0.27605 hartree. For the LUMO energy (alpha / beta), the calculation gives -0.62 / -0.62 eV. The value obtained for the max |F| is 0.01032 hartree/bohr.

```
! wB97M-V def2-TZVPD RIJCOSX def2/J DEFGRID3
* xyz 0 1
C 0.013 1.329 0.278
C -0.391 -0.082 0.724
C -1.367 -0.797 0.014
O -0.769 -1.274 -1.047
C 0.557 -0.958 -0.608
C 1.704 -1.144 -1.098
H 1.068 1.493 0.517
H -0.111 1.473 -0.798
H -0.591 2.075 0.807
H -0.421 -0.167 1.814
H -2.384 -1.127 0.213
H 2.692 -0.820 -0.816
*
```

Entry 3:
Molecular formula: C5H6O
Method: DFT, ωB97M-V/def2-TZVPD

Its HOMO energy is -0.34971 hartree. For the LUMO energy, the calculation gives -0.07 eV. The value obtained for the max |F| is 0.08394 hartree/bohr. The structure (SMILES) is C=CC(=C)C=O.

```
! wB97M-V def2-TZVPD RIJCOSX def2/J DEFGRID3
* xyz 0 1
C 2.429 -0.228 0.338
C 1.242 -0.493 -0.311
C -0.041 0.202 -0.219
C -0.209 1.520 -0.148
C -1.257 -0.691 -0.013
H 2.781 0.602 1.052
H 3.229 -0.880 0.021
H 1.246 -1.400 -0.975
H -1.186 1.883 0.140
H 0.553 2.333 -0.122
H -0.896 -1.859 0.140
O -2.339 -0.317 0.234
*
```

Entry 4:
Molecular formula: C5H6O
Method: DFT, ωB97M-V/def2-TZVPD

Its HOMO energy (alpha / beta) is -0.28545 / -0.29631 hartree. For the LUMO energy (alpha / beta), the calculation gives 0.16 / 0.43 eV. The value obtained for the max |F| is 0.01052 hartree/bohr.

```
! wB97M-V def2-TZVPD RIJCOSX def2/J DEFGRID3
* xyz 0 1
C -1.464 2.299 0.128
C -0.931 1.223 0.217
C -0.287 -0.080 0.366
C 1.193 0.023 0.210
O 1.186 -0.400 -1.022
C -0.150 -0.803 -0.990
H -1.929 3.256 0.042
H -0.662 -0.640 1.229
H 2.089 0.258 0.764
H 1.081 -2.229 0.754
H 0.583 -2.368 0.188
H -0.707 -0.537 -1.886
*
```

Entry 5:
Molecular formula: C5H6O
Method: DFT, ωB97M-V/def2-TZVPD

Its HOMO energy is -0.37057 hartree. For the LUMO energy, the calculation gives 1.04 eV. The value obtained for the max |F| is 0.01231 hartree/bohr. The structure (SMILES) is C#CC[C@H]1CO1.

```
! wB97M-V def2-TZVPD RIJCOSX def2/J DEFGRID3
* xyz 0 1
C -1.905 1.202 0.106
C -0.712 1.373 0.088
C 0.707 1.001 0.154
C 0.557 -0.476 0.492
C 0.276 -1.406 -0.590
O 1.522 -1.430 0.108
H -2.947 0.976 0.122
H 1.268 1.557 0.914
H 1.218 1.130 -0.808
H 0.083 -0.645 1.460
H 0.337 -1.041 -1.616
H -0.405 -2.240 -0.430
*
```

Entry 6:
Molecular formula: C5H6O
Method: DFT, ωB97M-V/def2-TZVPD

Its HOMO energy is -0.30245 hartree. For the LUMO energy, the calculation gives 0.07 eV. The value obtained for the max |F| is 0.00993 hartree/bohr. The structure (SMILES) is C=C=C=C(C)O.

```
! wB97M-V def2-TZVPD RIJCOSX def2/J DEFGRID3
* xyz 0 1
C 0.706 -1.643 1.801
C -0.109 -0.721 1.329
C -0.676 0.251 0.697
C -0.146 0.653 -0.503
O 1.162 0.501 -0.727
C -0.853 1.366 -1.600
H 0.448 -2.686 1.930
H 1.465 -0.153 -0.061
H 1.696 -1.314 2.119
H -1.875 0.994 -1.695
H -0.906 2.431 -1.347
H -0.307 1.260 -2.540
*
```

Look up the max |F| of the fourth one.
0.01052 hartree/bohr